DFT (the ωB97M-V functional and the def2-TZVPD basis) results for a cluster of 2 separate species, C4H11NO2 in total at a distorted geometry.

Positions of all 18 atoms, in Å:
H1 0.55 0.81 2.31
N1 1.10 0.12 1.80
C1 0.58 -0.27 0.74
C2 1.05 -1.36 -0.15
O1 -1.01 -0.03 0.49
C3 -2.04 -0.74 1.13
H2 1.15 -2.28 0.43
H3 0.35 -1.54 -0.96
H4 2.04 -1.10 -0.54
H5 -1.66 -1.24 2.02
H6 -2.50 -1.45 0.43
H7 -2.85 -0.04 1.37
C4 0.77 1.55 -1.83
O2 0.30 1.81 -0.52
H8 0.27 0.69 -2.29
H9 1.85 1.40 -1.80
H10 0.56 2.42 -2.46
H11 -0.53 1.25 -0.15

Summary:
HOMO-LUMO gap in eV: 10.245
Multiplicity: 1
SMILES string: [H]/N=C(/C)OC.CO
Calculated total energy in a.u.: -364.14713

Löwdin population analysis, charges in e, atoms 1 to 4: 0.086 0.183 -0.352 -0.021

=====

DFT (the ωB97M-V functional and the def2-TZVPD basis) results for a cluster of 2 separate species, C21H37BF8NO6P in total at a distorted geometry.

Positions of all 75 atoms, in Å:
C1 5.67 -0.84 -2.12
C2 5.35 -0.49 -0.67
C3 4.10 0.40 -0.55
C4 2.94 -0.24 0.25
C5 1.60 -0.27 -0.52
C6 0.30 0.27 0.15
C7 -0.41 1.07 -0.99
C8 0.04 2.50 -1.34
C9 -0.81 3.61 -0.72
F1 1.41 2.72 -1.18
C10 -0.67 -0.92 0.43
C11 -0.07 -2.21 1.04
C12 -0.76 -2.82 2.27
C13 -1.51 -4.13 2.05
F2 -1.02 -4.87 1.02
F3 -2.84 -3.95 1.87
F4 -1.38 -4.90 3.18
C14 -1.50 -1.38 -0.78
O1 -2.14 -2.63 -0.51
C15 -3.01 -3.00 -1.53
C16 -2.48 -4.11 -2.41
O2 -4.09 -2.48 -1.68
N1 -1.65 -0.18 1.31
C17 -3.04 -0.53 1.53
O3 -3.85 0.19 0.62
O4 -5.00 -0.64 0.42
C18 -1.14 0.86 1.88
C19 -1.84 1.83 2.73
C20 0.34 0.92 1.56
C21 0.90 0.05 2.76
P1 1.04 2.66 1.79
O5 0.88 2.95 3.39
O6 2.62 2.43 1.54
H1 4.84 -1.38 -2.57
H2 5.87 0.08 -2.67
H3 6.58 -1.43 -2.16
H4 5.28 -1.37 -0.04
H5 6.20 0.08 -0.29
H6 4.41 1.29 0.00
H7 3.76 0.76 -1.52
H8 2.90 0.27 1.20
H9 3.25 -1.26 0.44
H10 1.46 -1.28 -0.88
H11 1.77 0.30 -1.43
H12 -1.47 1.18 -0.82
H13 -0.29 0.49 -1.89
H14 -0.15 2.58 -2.40
H15 -0.20 4.24 -0.08
H16 -1.66 3.20 -0.18
H17 -1.18 4.26 -1.51
H18 0.93 -1.95 1.36
H19 0.10 -2.95 0.27
H20 0.00 -3.04 3.00
H21 -1.46 -2.15 2.77
H22 -2.24 -0.67 -1.11
H23 -0.82 -1.51 -1.62
H24 -1.75 -4.68 -1.86
H25 -2.02 -3.64 -3.28
H26 -3.32 -4.72 -2.69
H27 -3.35 -0.32 2.55
H28 -3.23 -1.59 1.37
H29 -5.08 -0.67 -0.54
H30 -2.91 1.80 2.62
H31 -1.54 1.70 3.77
H32 -1.51 2.83 2.44
H33 1.71 -0.61 2.47
H34 1.26 0.67 3.58
H35 0.13 -0.57 3.19
H36 1.49 2.44 3.95
H37 2.98 3.19 1.08
B1 -1.75 4.52 -4.67
F5 -2.71 4.45 -5.68
F6 -2.34 4.95 -3.47
F7 -1.19 3.23 -4.45
F8 -0.73 5.41 -5.04

Summary:
HOMO-LUMO gap in eV: 8.059
Multiplicity: 1
Calculated total energy in a.u.: -2493.79690

Löwdin population analysis, charges in e, atoms 1 to 4: -0.108 -0.256 -0.188 -0.176

=====

DFT (the ωB97M-V functional and the def2-TZVPD basis) results for the molecule C32H44N4O5.

Positions of all 85 atoms, in Å:
C1 6.31 3.09 4.21
O1 7.03 2.15 3.45
C2 6.37 1.37 2.56
C3 7.15 0.46 1.85
C4 6.56 -0.38 0.93
C5 5.20 -0.34 0.69
C6 4.42 0.57 1.40
N1 3.03 0.68 1.22
C7 2.21 -0.02 0.38
O2 2.57 -0.91 -0.36
C8 0.78 0.47 0.45
C9 -0.20 -0.46 -0.26
C10 -1.42 -0.99 0.49
O3 -1.43 -1.54 1.56
N2 -2.49 -0.81 -0.32
C11 -3.78 -1.41 -0.06
C12 -4.88 -0.42 0.33
C13 -4.59 0.28 1.66
N3 -3.66 1.38 1.50
C14 -4.33 2.60 1.07
C15 -3.30 3.68 0.74
C16 -2.46 4.00 1.97
C17 -1.40 5.05 1.65
C18 -1.82 2.69 2.43
C19 -2.88 1.63 2.70
C20 -2.24 -0.07 -1.54
C21 -2.27 -0.96 -2.81
O4 -2.64 -0.53 -3.88
N4 -1.82 -2.20 -2.59
C22 -1.69 -3.21 -3.63
C23 -2.67 -4.36 -3.39
C24 -2.29 -5.17 -2.15
C25 -0.86 -5.70 -2.27
C26 0.12 -4.55 -2.46
C27 -0.25 -3.72 -3.69
C28 -0.84 0.48 -1.33
C29 0.22 0.67 -2.39
C30 1.12 1.45 -1.81
C31 0.57 1.77 -0.44
O5 -0.82 1.73 -0.66
C32 5.00 1.42 2.33
H1 7.04 3.59 4.84
H2 5.82 3.83 3.57
H3 5.56 2.60 4.84
H4 8.21 0.43 2.04
H5 7.17 -1.08 0.38
H6 4.74 -0.99 -0.03
H7 2.59 1.38 1.80
H8 0.47 0.68 1.47
H9 0.34 -1.30 -0.70
H10 -3.63 -2.12 0.75
H11 -4.09 -1.96 -0.96
H12 -5.00 0.32 -0.46
H13 -5.81 -0.98 0.42
H14 -5.54 0.62 2.11
H15 -4.14 -0.45 2.34
H16 -4.93 2.37 0.19
H17 -5.01 2.97 1.86
H18 -2.65 3.31 -0.05
H19 -3.82 4.57 0.38
H20 -3.11 4.38 2.76
H21 -0.78 5.25 2.52
H22 -1.87 5.98 1.34
H23 -0.76 4.70 0.84
H24 -1.17 2.33 1.64
H25 -1.23 2.85 3.34
H26 -2.40 0.69 2.99
H27 -3.53 1.96 3.54
H28 -2.96 0.75 -1.66
H29 -1.55 -2.48 -1.66
H30 -1.95 -2.70 -4.56
H31 -2.66 -5.01 -4.26
H32 -3.68 -3.96 -3.28
H33 -2.99 -6.01 -2.04
H34 -2.38 -4.56 -1.25
H35 -0.60 -6.27 -1.38
H36 -0.80 -6.37 -3.13
H37 1.13 -4.94 -2.58
H38 0.12 -3.92 -1.57
H39 -0.15 -4.34 -4.59
H40 0.43 -2.87 -3.79
H41 0.22 0.19 -3.34
H42 2.07 1.79 -2.18
H43 0.89 2.70 0.03
H44 4.37 2.11 2.87

Summary:
HOMO-LUMO gap in eV: 8.739
Multiplicity: 1
SMILES string: COc1cccc(NC(=O)[C@@H]2[C@H]3C(=O)N(CCCN4CCC(C)CC4)[C@H](C(=O)NC4CCCCC4)[C@]34C=C[C@H]2O4)c1
Calculated total energy in a.u.: -1841.05281

Löwdin population analysis, charges in e, atoms 1 to 4: -0.091 -0.081 -0.277 -0.016

=====

DFT (the ωB97M-V functional and the def2-TZVPD basis) results for a cluster of 8 separate species, C29H46BrO14S in total.

Positions of all 91 atoms, in Å:
C1 0.55 0.50 2.53
S1 -0.96 0.09 3.46
Br1 -2.28 1.71 3.00
H1 1.38 0.14 3.13
H2 0.55 -0.01 1.57
H3 0.61 1.58 2.43
H4 -1.49 -0.75 2.53
O1 1.83 -0.70 0.16
C2 2.65 0.18 0.19
O2 2.90 0.87 1.34
C3 3.77 1.99 1.06
C4 4.51 1.62 -0.21
C5 3.46 0.77 -0.92
H5 3.13 2.87 0.95
H6 4.39 2.13 1.95
H7 4.81 2.49 -0.78
H8 5.39 1.03 0.02
H9 2.77 1.37 -1.52
H10 3.84 -0.03 -1.57
O3 3.27 2.50 -4.19
C6 2.54 1.59 -4.45
O4 1.58 1.18 -3.58
C7 0.92 -0.01 -4.08
C8 1.14 0.03 -5.58
C9 2.49 0.72 -5.69
H11 1.39 -0.88 -3.61
H12 -0.12 0.05 -3.76
H13 1.11 -0.97 -6.03
H14 0.37 0.64 -6.06
H15 3.32 0.01 -5.62
H16 2.65 1.32 -6.57
O5 -5.09 -5.82 3.86
C10 -4.14 -5.13 4.09
O6 -2.87 -5.61 4.08
C11 -1.94 -4.59 4.45
C12 -2.65 -3.27 4.16
C13 -4.10 -3.64 4.41
H17 -1.71 -4.69 5.52
H18 -1.03 -4.73 3.87
H19 -2.28 -2.47 4.79
H20 -2.51 -3.02 3.11
H21 -4.39 -3.53 5.46
H22 -4.85 -3.13 3.81
O7 -2.36 -0.41 -3.67
C14 -2.81 -0.38 -2.56
O8 -1.99 -0.45 -1.46
C15 -2.77 -0.41 -0.26
C16 -4.09 0.23 -0.65
C17 -4.24 -0.23 -2.09
H23 -2.89 -1.43 0.11
H24 -2.19 0.18 0.45
H25 -4.91 -0.06 0.00
H26 -4.00 1.32 -0.65
H27 -4.74 -1.20 -2.17
H28 -4.76 0.47 -2.73
O9 2.18 -4.41 1.50
C18 1.39 -5.29 1.37
O10 0.46 -5.55 2.33
C19 -0.34 -6.70 1.96
C20 -0.19 -6.82 0.45
C21 1.21 -6.27 0.23
H29 0.06 -7.57 2.49
H30 -1.36 -6.51 2.30
H31 -0.33 -7.84 0.10
H32 -0.92 -6.19 -0.05
H33 1.98 -7.04 0.33
H34 1.38 -5.76 -0.72
O11 -4.36 2.90 -2.48
C22 -3.97 2.93 -3.61
O12 -4.81 2.74 -4.66
C23 -4.06 2.70 -5.89
C24 -2.76 3.43 -5.60
C25 -2.56 3.12 -4.12
H35 -3.90 1.65 -6.14
H36 -4.69 3.16 -6.65
H37 -1.95 3.09 -6.24
H38 -2.89 4.50 -5.74
H39 -2.04 2.17 -3.97
H40 -2.05 3.88 -3.54
O13 2.60 3.75 3.50
C26 3.43 4.55 3.83
O14 4.74 4.25 3.81
C27 5.52 5.34 4.34
C28 4.64 6.57 4.18
C29 3.25 5.97 4.32
H41 5.74 5.12 5.39
H42 6.45 5.37 3.78
H43 4.87 7.34 4.91
H44 4.76 6.99 3.18
H45 2.92 5.92 5.36
H46 2.46 6.46 3.76

Summary:
HOMO-LUMO gap in eV: 7.056
Multiplicity: 1
Total charge: +1
Calculated total energy in a.u.: -5158.00833

Löwdin population analysis, charges in e, atoms 1 to 4: -0.321 0.644 0.493 0.072

=====

DFT (the ωB97M-V functional and the def2-TZVPD basis) results for the molecule C6H12N2 at a distorted geometry.

Positions of all 20 atoms, in Å:
C1 -3.09 0.35 1.58
C2 -2.48 -0.23 0.31
C3 -1.21 -0.45 0.02
N1 -0.08 -0.31 0.85
N2 1.07 0.17 0.29
C4 1.00 0.96 -0.95
C5 1.67 -0.33 -0.90
C6 3.17 -0.49 -0.97
H1 -3.78 1.18 1.33
H2 -2.23 0.68 2.25
H3 -3.61 -0.43 2.08
H4 -3.21 -0.56 -0.39
H5 -0.83 -0.89 -0.86
H6 -0.21 0.13 1.81
H7 1.54 1.91 -0.85
H8 0.13 1.10 -1.46
H9 1.28 -1.24 -1.31
H10 3.61 -0.32 -2.00
H11 3.46 -1.50 -0.51
H12 3.79 0.25 -0.34

Summary:
HOMO-LUMO gap in eV: 9.099
Multiplicity: 1
SMILES string: C/C=C\NN1C[C@H]1C
Calculated total energy in a.u.: -345.19686

Löwdin population analysis, charges in e, atoms 1 to 4: -0.094 -0.160 -0.173 -0.042

=====

DFT (the ωB97M-V functional and the def2-TZVPD basis) results for a cluster of 7 separate species, C38H67FN8O9 in total at a distorted geometry.

Positions of all 123 atoms, in Å:
C1 1.26 1.94 4.21
C2 2.40 2.91 4.55
O1 2.19 3.76 5.38
N1 3.68 2.78 3.93
C3 4.07 1.39 3.68
C4 3.81 3.60 2.70
C5 2.49 4.17 2.14
C6 2.79 4.68 0.69
C7 1.87 3.91 -0.31
C8 2.25 2.44 -0.39
C9 3.55 2.19 -0.72
C10 4.07 0.91 -0.83
N2 5.45 0.78 -1.16
C11 3.23 -0.16 -0.61
C12 1.89 0.07 -0.27
C13 1.36 1.36 -0.17
C14 -0.09 1.65 0.14
C15 -0.86 2.36 -1.00
C16 -1.11 1.47 -2.21
F1 -2.19 0.62 -1.96
C17 1.03 -1.15 -0.03
O2 0.10 -1.25 0.75
C18 1.42 -2.38 -0.81
C19 2.68 -2.59 -1.15
C20 3.71 -1.57 -0.74
O3 4.85 -1.94 -0.53
H1 1.52 1.22 3.44
H2 0.91 1.41 5.10
H3 0.41 2.53 3.84
H4 3.83 0.72 4.51
H5 5.13 1.36 3.44
H6 3.55 1.00 2.78
H7 4.56 4.38 2.88
H8 4.22 2.94 1.92
H9 1.70 3.43 2.05
H10 2.24 5.05 2.74
H11 2.55 5.75 0.62
H12 3.84 4.53 0.42
H13 0.84 4.08 0.02
H14 2.03 4.34 -1.31
H15 4.22 3.03 -0.87
H16 5.97 1.12 -0.36
H17 5.69 -0.17 -1.39
H18 -0.10 2.33 1.01
H19 -0.67 0.78 0.44
H20 -1.84 2.63 -0.59
H21 -0.40 3.29 -1.35
H22 -0.23 0.92 -2.55
H23 -1.40 2.11 -3.05
H24 0.65 -3.12 -1.06
H25 3.00 -3.47 -1.70
C21 -2.54 -5.98 -3.53
N3 -1.52 -5.53 -2.61
C22 -1.85 -5.43 -1.19
C23 -0.29 -5.19 -3.02
O4 0.61 -4.81 -2.28
H26 -3.40 -5.31 -3.49
H27 -2.87 -6.99 -3.25
H28 -2.16 -6.00 -4.55
H29 -1.71 -4.40 -0.86
H30 -1.18 -6.07 -0.62
H31 -2.88 -5.73 -1.02
H32 -0.15 -5.30 -4.11
C24 -3.35 -1.97 2.94
N4 -2.33 -1.60 3.90
C25 -2.68 -1.54 5.31
C26 -1.07 -1.32 3.53
O5 -0.18 -1.00 4.31
H33 -4.17 -1.25 2.98
H34 -3.73 -2.97 3.17
H35 -2.93 -1.97 1.93
H36 -2.50 -0.53 5.68
H37 -2.06 -2.23 5.87
H38 -3.73 -1.79 5.45
H39 -0.90 -1.40 2.45
C27 4.66 5.99 -4.35
N5 4.85 6.10 -2.91
C28 4.47 7.34 -2.25
C29 5.36 5.10 -2.18
O6 5.54 5.15 -0.97
H40 5.24 6.76 -4.86
H41 3.60 6.12 -4.59
H42 4.98 5.01 -4.70
H43 5.35 7.77 -1.76
H44 3.72 7.13 -1.49
H45 4.08 8.05 -2.97
H46 5.61 4.21 -2.77
C30 -6.29 3.04 6.52
N6 -5.53 2.18 5.63
C31 -4.26 2.65 5.11
C32 -5.97 0.97 5.26
O7 -5.37 0.21 4.52
H47 -6.53 3.98 6.02
H48 -5.70 3.25 7.41
H49 -7.22 2.55 6.82
H50 -4.29 2.68 4.02
H51 -3.47 1.97 5.41
H52 -4.04 3.65 5.50
H53 -6.94 0.70 5.70
C33 -4.14 0.79 -7.16
N7 -3.17 1.31 -6.22
C34 -3.53 1.43 -4.82
C35 -1.93 1.69 -6.59
O8 -1.08 2.13 -5.84
H54 -5.03 1.43 -7.17
H55 -4.43 -0.22 -6.87
H56 -3.72 0.77 -8.17
H57 -3.44 2.47 -4.51
H58 -2.85 0.83 -4.22
H59 -4.55 1.09 -4.66
H60 -1.75 1.56 -7.67
C36 -0.56 -10.96 -1.23
N8 -1.03 -9.63 -0.88
C37 -0.22 -8.48 -1.26
C38 -2.19 -9.43 -0.23
O9 -2.64 -8.34 0.09
H61 0.40 -11.14 -0.75
H62 -0.45 -11.04 -2.31
H63 -1.27 -11.71 -0.88
H64 0.05 -7.93 -0.36
H65 -0.80 -7.83 -1.90
H66 0.68 -8.80 -1.77
H67 -2.72 -10.36 0.00

Summary:
HOMO-LUMO gap in eV: 7.920
Multiplicity: 1
SMILES string: CC(=O)N(C)CCCCc1cc(N)c2c(c1CCCF)C(=O)C=CC2=O.CN(C)C=O.CN(C)C=O.CN(C)C=O.CN(C)C=O.CN(C)C=O.CN(C)C=O
Calculated total energy in a.u.: -2703.21115

Löwdin population analysis, charges in e, atoms 1 to 4: -0.014 -0.489 0.082 -0.122

=====

DFT (the ωB97M-V functional and the def2-TZVPD basis) results for a cluster of 2 separate species, C11H24O6PS in total at a distorted geometry.

Positions of all 43 atoms, in Å:
C1 -2.85 -1.60 3.27
C2 -2.49 -0.27 3.98
C3 -1.34 -0.39 4.93
O1 -1.54 -0.73 6.02
O2 -0.08 -0.03 4.59
C4 0.56 -0.70 3.47
C5 0.53 0.17 2.21
C6 0.62 -0.61 0.89
C7 -0.73 -0.57 0.11
O3 -1.15 -1.90 -0.04
P1 0.06 -3.11 0.33
O4 1.15 -1.88 0.95
H1 -3.11 -1.37 2.26
H2 -2.07 -2.33 3.31
H3 -3.75 -2.00 3.72
H4 -3.33 -0.02 4.60
H5 -2.36 0.53 3.28
H6 0.21 -1.71 3.30
H7 1.60 -0.79 3.76
H8 1.33 0.89 2.30
H9 -0.37 0.75 2.27
H10 1.28 -0.01 0.25
H11 -0.62 -0.04 -0.83
H12 -1.55 -0.09 0.63
H13 -0.95 -4.11 -0.01
H14 -0.38 -3.30 1.71
H15 1.07 -4.14 0.50
H16 0.52 -2.98 -1.05
C8 0.32 2.34 -4.87
C9 1.70 3.01 -4.96
C10 2.34 2.93 -3.57
S1 1.65 1.47 -2.78
O5 0.86 1.90 -1.65
O6 2.67 0.47 -2.65
C11 0.54 1.03 -4.11
H17 -0.11 2.16 -5.85
H18 -0.36 2.98 -4.31
H19 2.32 2.47 -5.68
H20 1.63 4.04 -5.30
H21 3.42 2.83 -3.62
H22 2.08 3.80 -2.95
H23 -0.37 0.60 -3.70
H24 1.05 0.30 -4.73

Summary:
HOMO-LUMO gap in eV: 5.941
Multiplicity: 1
Total charge: -1
Calculated total energy in a.u.: -1624.44756

Löwdin population analysis, charges in e, atoms 1 to 4: -0.056 -0.138 -0.560 0.152

=====

DFT (the ωB97M-V functional and the def2-TZVPD basis) results for a cluster of 2 separate species, H3S2 in total.

Positions of all 5 atoms, in Å:
S1 -1.46 -0.97 0.12
H1 -1.26 -1.54 -1.07
S2 1.62 0.71 0.37
H2 1.36 2.02 0.45
H3 -0.26 -0.22 0.13

Summary:
HOMO-LUMO gap in eV: 6.832
Multiplicity: 1
Total charge: -1
Calculated total energy in a.u.: -798.20532

Löwdin population analysis, charges in e, atoms 1 to 4: 0.277 -0.275 -0.179 -0.437

=====

DFT (the ωB97M-V functional and the def2-TZVPD basis) results for a structure of composition C9H21Cl2IrO3P2 at a distorted geometry.

Positions of all 38 atoms, in Å:
C1 1.41 -4.27 -1.57
C2 1.14 -3.21 -0.53
H1 0.50 -4.84 -1.73
H2 2.20 -4.95 -1.24
H3 1.67 -3.82 -2.54
O1 0.04 -2.82 -0.19
Cl1 2.57 -2.57 0.08
Ir1 -0.21 1.58 -0.11
P1 0.11 1.39 -2.24
C3 -1.32 1.78 -3.28
C4 1.56 2.38 -2.74
H4 1.51 -0.60 -2.24
H5 0.76 -0.33 -3.84
H6 -0.21 -1.01 -2.50
C5 0.59 -0.30 -2.75
H7 2.45 1.94 -2.28
H8 1.66 2.39 -3.84
H9 -0.99 1.94 -4.31
H10 -1.81 2.68 -2.89
H11 1.42 3.40 -2.35
H12 -2.03 0.93 -3.24
C6 -2.04 1.44 -0.24
O2 -3.22 1.42 -0.33
Cl2 1.15 3.42 0.32
C7 0.68 -0.71 3.79
P2 -0.48 0.25 2.82
C8 -2.03 -0.68 2.81
C9 -0.73 1.80 3.69
O3 0.22 0.35 1.48
H13 0.45 -0.63 4.86
H14 1.69 -0.33 3.59
H15 0.63 -1.75 3.46
H16 -2.46 -0.69 3.82
H17 -2.75 -0.23 2.11
H18 -1.79 -1.71 2.50
H19 0.21 2.36 3.73
H20 -1.50 2.42 3.21
H21 -1.06 1.57 4.72

Summary:
HOMO-LUMO gap (alpha / beta) in eV: 8.078 / 4.229
Multiplicity: 5
Total charge: +2
Calculated total energy in a.u.: -2288.01597

Löwdin population analysis, charges in e, atoms 1 to 4: -0.072 -0.929 0.091 0.089